DFT (ωB97M-V/def2-TZVPD) results for a 13-piece molecular cluster, C55H134N6O27 overall.

The geometry in ORCA input format:
```
! wB97M-V def2-TZVPD RIJCOSX def2/J DEFGRID3
* xyz 0 1
C 20.933 5.438 19.612
C 20.805 4.345 18.637
O 21.788 4.713 17.664
C 21.689 4.198 16.416
O 20.809 3.431 15.951
O 22.760 4.640 15.759
C 23.295 4.129 14.471
H 21.835 5.408 20.225
H 20.053 5.409 20.255
H 20.906 6.409 19.117
H 19.851 4.443 18.120
H 20.935 3.438 19.228
H 22.598 4.446 13.695
H 23.538 3.066 14.473
H 24.279 4.590 14.385
C 11.923 2.945 29.136
C 10.724 3.023 28.229
O 10.081 1.809 27.847
C 10.770 0.924 27.088
O 11.795 1.061 26.480
O 9.982 -0.062 26.936
C 10.168 -1.083 26.120
H 12.446 3.897 29.224
H 12.703 2.250 28.825
H 11.412 2.724 30.072
H 11.183 3.451 27.338
H 10.023 3.745 28.648
H 9.607 -1.108 25.185
H 9.857 -1.967 26.677
H 11.252 -1.160 26.039
C 18.776 3.183 25.850
C 20.252 2.847 25.638
O 20.530 1.697 26.410
C 21.530 0.942 25.945
O 22.283 1.285 25.000
O 21.664 -0.124 26.726
C 22.588 -1.091 26.303
H 18.533 4.170 25.456
H 18.643 3.184 26.932
H 18.109 2.420 25.448
H 20.813 3.626 26.156
H 20.473 2.714 24.579
H 23.471 -0.600 25.894
H 22.086 -1.794 25.637
H 22.903 -1.612 27.207
C 16.912 0.220 17.850
C 15.682 0.575 18.755
O 15.545 -0.389 19.730
C 16.196 -0.252 20.895
O 17.104 0.528 21.159
O 15.548 -1.130 21.728
C 15.935 -1.246 23.083
H 16.815 0.815 16.942
H 17.000 -0.824 17.549
H 17.779 0.586 18.401
H 14.750 0.594 18.190
H 15.669 1.602 19.119
H 16.247 -0.295 23.515
H 16.682 -2.018 23.266
H 15.130 -1.561 23.747
C 6.753 -5.375 27.503
O 7.278 -6.672 27.773
C 8.681 -6.835 27.371
C 9.299 -8.045 28.087
N 10.501 -8.423 27.302
C 11.646 -7.386 27.417
C 12.629 -7.376 26.186
O 13.829 -6.736 26.481
C 14.989 -7.277 25.803
H 5.706 -5.374 27.804
H 6.790 -5.127 26.442
H 7.239 -4.613 28.112
H 9.104 -5.968 27.878
H 8.703 -6.830 26.281
H 8.583 -8.857 27.955
H 9.453 -7.954 29.162
H 10.176 -8.475 26.347
H 12.253 -7.440 28.321
H 11.277 -6.368 27.536
H 12.179 -6.936 25.296
H 12.675 -8.422 25.882
H 15.775 -6.523 25.787
H 14.837 -7.633 24.784
H 15.397 -8.186 26.245
C 22.363 -3.529 18.934
O 23.638 -4.123 18.868
C 23.759 -4.986 17.747
C 25.298 -5.250 17.574
N 26.015 -6.010 18.616
C 25.432 -7.350 18.897
C 25.637 -8.342 17.700
O 25.451 -9.710 18.154
C 24.995 -10.668 17.218
H 22.299 -2.823 18.106
H 22.154 -3.027 19.879
H 21.493 -4.174 18.816
H 23.337 -4.516 16.859
H 23.176 -5.875 17.986
H 25.802 -4.298 17.403
H 25.490 -5.775 16.638
H 25.830 -5.529 19.484
H 24.363 -7.252 19.087
H 25.832 -7.850 19.779
H 26.607 -8.344 17.203
H 24.890 -8.219 16.915
H 25.113 -11.651 17.675
H 25.519 -10.588 16.265
H 23.960 -10.361 17.067
C 5.941 -8.276 18.007
O 6.039 -7.293 18.992
C 6.742 -7.731 20.132
C 7.122 -6.524 20.998
N 8.117 -5.670 20.355
C 9.424 -6.105 20.868
C 10.534 -5.490 20.070
O 11.618 -6.319 20.271
C 12.619 -6.138 19.312
H 5.407 -7.971 17.106
H 5.382 -9.170 18.284
H 6.852 -8.662 17.550
H 7.520 -8.417 19.798
H 6.215 -8.410 20.802
H 7.359 -6.788 22.029
H 6.200 -5.947 21.061
H 7.990 -5.740 19.355
H 9.493 -7.185 20.734
H 9.577 -5.767 21.893
H 10.877 -4.523 20.435
H 10.399 -5.441 18.989
H 12.887 -5.082 19.338
H 12.470 -6.652 18.362
H 13.435 -6.632 19.839
C 12.657 9.559 22.642
O 14.114 9.695 22.533
C 14.504 10.753 21.732
C 15.863 10.435 20.993
N 15.730 9.641 19.754
C 16.860 9.921 18.859
C 16.727 9.372 17.387
O 16.709 7.990 17.417
C 15.943 7.395 16.369
H 12.430 8.775 23.365
H 12.266 9.359 21.645
H 12.218 10.469 23.051
H 14.638 11.610 22.392
H 13.790 10.924 20.926
H 16.500 9.972 21.747
H 16.350 11.366 20.704
H 15.758 8.665 20.011
H 17.767 9.506 19.300
H 16.949 11.005 18.786
H 17.576 9.553 16.728
H 15.990 9.938 16.817
H 14.958 7.112 16.742
H 16.469 6.478 16.106
H 15.891 8.081 15.523
C 15.679 -1.678 12.878
O 15.850 -2.859 13.696
C 15.621 -4.124 13.118
C 16.443 -5.176 13.832
N 17.890 -4.845 13.670
C 18.740 -5.749 14.455
C 18.255 -6.184 15.924
O 19.214 -7.084 16.488
C 19.212 -7.196 17.879
H 14.797 -1.491 12.266
H 16.442 -1.828 12.114
H 15.838 -0.778 13.472
H 15.981 -4.058 12.091
H 14.559 -4.367 13.147
H 16.155 -6.097 13.326
H 16.021 -5.181 14.837
H 18.120 -3.885 13.884
H 19.758 -5.359 14.471
H 18.720 -6.672 13.876
H 17.304 -6.701 15.796
H 18.008 -5.221 16.371
H 19.441 -6.248 18.367
H 19.980 -7.933 18.116
H 18.228 -7.514 18.223
C 16.739 -3.006 30.761
O 15.584 -3.692 30.974
C 14.423 -2.942 30.812
C 13.550 -3.463 32.030
N 12.146 -3.419 31.675
C 11.623 -2.107 31.705
C 10.114 -2.059 31.486
O 9.385 -2.983 32.416
C 9.305 -2.542 33.747
H 16.813 -1.925 30.878
H 16.918 -3.151 29.696
H 17.528 -3.478 31.346
H 14.033 -3.449 29.930
H 14.480 -1.855 30.751
H 13.909 -3.196 33.024
H 13.647 -4.547 31.975
H 11.614 -4.066 32.239
H 12.062 -1.350 31.056
H 11.970 -1.815 32.696
H 9.810 -2.267 30.460
H 9.703 -1.091 31.774
H 8.525 -2.969 34.378
H 9.380 -1.461 33.866
H 10.208 -2.864 34.267
C 13.677 4.910 23.022
O 14.143 5.923 22.268
H 14.140 4.842 24.006
H 12.592 4.957 22.929
H 14.088 4.051 22.491
H 13.917 6.795 22.601
C 20.349 -0.604 11.939
O 20.065 -0.950 13.220
H 21.421 -0.508 11.769
H 19.973 -1.477 11.405
H 19.895 0.288 11.506
H 20.047 -0.164 13.770
C 10.364 1.401 20.413
O 10.505 2.153 19.259
H 9.304 1.264 20.624
H 10.971 0.497 20.450
H 10.618 2.052 21.250
H 10.290 3.052 19.517
*
```

Properties
HOMO-LUMO gap   8.72 eV
HOMO   -8.623 eV